1.
Below is one molecule with the formula C15H22N2O5S, with properties calculated with ωB97M-V/def2-TZVPD.

Computed properties:
SMILES string ... COc1ccc(S(=O)(=O)NCCCN2CCCC2=O)c(OC)c1
Spin multiplicity ... 1
Frontier orbital gap ... 9.29 eV
Energy relative to the best compared isomer or geometry (same formula, charge and spin) ... 115.6 kJ/mol
HOMO ... -8.71 eV

Positions of all 45 atoms, in Å:
C (-6.309, -0.439, -0.844)
O (-5.594, 0.601, -0.216)
C (-4.264, 0.459, -0.021)
C (-3.621, 1.534, 0.605)
C (-2.266, 1.484, 0.849)
C (-1.538, 0.370, 0.473)
S (0.210, 0.241, 0.835)
O (0.647, 1.511, 1.342)
O (0.427, -0.913, 1.662)
N (0.972, -0.049, -0.594)
C (0.948, 0.978, -1.614)
C (2.030, 2.029, -1.356)
C (3.446, 1.451, -1.482)
N (3.758, 0.475, -0.474)
C (3.911, 0.839, 0.919)
C (4.392, -0.463, 1.562)
C (3.750, -1.532, 0.682)
C (3.609, -0.853, -0.669)
O (3.411, -1.388, -1.740)
C (-2.156, -0.697, -0.159)
O (-1.393, -1.751, -0.599)
C (-1.463, -2.923, 0.201)
C (-3.525, -0.658, -0.402)
H (-7.341, -0.098, -0.890)
H (-5.942, -0.620, -1.859)
H (-6.259, -1.366, -0.265)
H (-4.213, 2.389, 0.888)
H (-1.745, 2.293, 1.335)
H (0.782, -0.982, -0.922)
H (-0.038, 1.466, -1.640)
H (1.126, 0.498, -2.578)
H (1.884, 2.439, -0.358)
H (1.916, 2.832, -2.086)
H (3.555, 0.946, -2.446)
H (4.176, 2.266, -1.419)
H (4.632, 1.656, 1.016)
H (2.952, 1.154, 1.345)
H (4.089, -0.540, 2.604)
H (5.480, -0.532, 1.506)
H (4.319, -2.457, 0.614)
H (2.739, -1.762, 1.030)
H (-2.499, -3.239, 0.354)
H (-0.980, -2.746, 1.166)
H (-0.921, -3.690, -0.348)
H (-3.983, -1.498, -0.901)

***

2.
Below is C23H41F5OP2PdTe as an isolated structure, with properties calculated with ωB97M-V/def2-TZVPD.

Computed properties:
Spin multiplicity ... 5
Net charge ... +2
Frontier orbital gap (alpha / beta) ... 7.94 / 5.02 eV
Energy relative to the best compared isomer or geometry (same formula, charge and spin) ... 164.8 kJ/mol
<S²> ... 6.01
HOMO (alpha / beta) ... -14.01 / -14.84 eV

Positions of all 74 atoms, in Å:
Pd (-1.369, -0.897, -1.029)
C (-2.387, -3.253, 0.742)
C (-2.898, -1.937, 0.884)
C (-3.012, -2.521, -1.361)
C (-2.469, -3.627, -0.606)
C (-3.280, -1.444, -0.438)
C (-1.951, -4.124, 1.853)
H (-1.548, -3.551, 2.690)
H (-1.176, -4.813, 1.519)
H (-2.778, -4.724, 2.235)
C (-2.186, -4.954, -1.162)
H (-1.333, -5.421, -0.660)
H (-1.941, -4.909, -2.218)
H (-3.036, -5.619, -1.043)
C (-3.531, -2.603, -2.732)
H (-4.518, -3.091, -2.702)
H (-2.879, -3.186, -3.380)
H (-3.657, -1.608, -3.164)
C (-4.100, -0.255, -0.723)
H (-5.152, -0.513, -0.732)
H (-3.827, 0.137, -1.699)
H (-3.934, 0.533, 0.010)
C (-3.233, -1.236, 2.145)
H (-4.309, -1.379, 2.373)
H (-3.059, -0.139, 2.090)
H (-2.674, -1.631, 3.017)
C (1.302, -1.547, 0.162)
C (0.770, -1.750, 1.381)
C (0.269, -0.760, 2.373)
C (0.063, 0.696, 1.895)
C (-0.662, 0.995, 0.641)
C (-0.249, 0.931, -0.682)
C (1.158, 0.701, -1.198)
C (1.998, -0.351, -0.406)
H (0.970, -0.787, 3.215)
H (1.067, 1.162, 1.807)
H (-0.693, -1.078, 2.786)
H (2.550, 0.143, 0.411)
H (1.347, -2.413, -0.499)
H (0.596, -2.798, 1.640)
H (2.709, -0.760, -1.140)
H (1.058, 0.311, -2.213)
H (-0.853, 1.562, -1.343)
H (1.686, 1.667, -1.287)
H (-0.460, 1.256, 2.689)
H (-1.635, 1.451, 0.785)
P (2.740, 2.359, 1.388)
C (4.512, 1.919, 1.181)
C (2.983, 3.228, 3.003)
P (1.241, 4.523, -0.095)
C (2.874, 3.881, 0.419)
C (1.304, 5.982, 1.085)
C (2.038, 5.690, -1.335)
H (4.716, 1.711, 0.127)
H (4.777, 1.069, 1.817)
H (5.064, 2.806, 1.491)
H (3.943, 3.751, 2.903)
H (3.073, 2.504, 3.820)
H (2.197, 3.966, 3.208)
H (2.804, 6.294, -0.840)
H (1.258, 6.360, -1.713)
H (2.511, 5.148, -2.159)
H (3.522, 3.708, -0.444)
H (3.374, 4.614, 1.059)
H (0.525, 6.683, 0.765)
H (2.269, 6.497, 0.987)
H (1.165, 5.712, 2.137)
F (1.653, -4.152, -4.479)
Te (0.589, -2.840, -3.645)
F (2.236, -1.920, -3.261)
F (-0.908, -3.976, -4.098)
F (0.468, -1.984, -5.353)
F (0.807, -3.863, -2.018)
O (-0.491, -1.538, -2.878)

***

no.,total energy (eV)
1,-39964.6598
2,-69480.7739